(1)
The following is a DFT calculation (ωB97M-V/def2-TZVPD) of a molecular structure, C38H60F13N3O17PS6.

ORCA input file:
```
! RIJCOSX wB97M-V def2-TZVPD def2/J DEFGRID3
* xyz 1 1
C 2.4939 1.9982 -3.4208
P 0.8895 2.5146 -2.7307
O 1.2151 3.6587 -1.5715
C 0.2106 1.0466 -1.7791
C 0.5980 -0.2649 -2.4558
N -0.4132 -1.3380 -2.4242
C 0.1485 -2.6083 -2.6666
F 1.1685 -2.8995 -1.8241
F -0.7436 -3.5902 -2.5223
C 0.7508 -2.7357 -4.1100
F 1.9784 -2.2111 -4.1210
F -0.0308 -2.0516 -4.9393
C 0.9025 -4.2149 -4.5737
F 1.8194 -4.2362 -5.5401
F -0.2256 -4.6501 -5.1041
F 1.3308 -5.0005 -3.6104
C -1.3377 -1.3260 -1.3243
O -0.8604 -1.9401 -0.0990
C -0.1503 -1.0818 0.5589
N 0.2956 -0.1808 1.1569
C -1.9887 0.0197 -1.0340
N -1.2423 1.2370 -1.5215
C -2.0153 1.8406 -2.7047
O -2.0169 1.2506 -3.7468
C -2.8124 3.1210 -2.4201
F -2.2782 3.8327 -1.4307
F -4.0066 2.6800 -1.9694
C -3.1336 4.0594 -3.6221
F -3.9846 4.9557 -3.1264
F -3.8101 3.3810 -4.5521
C -1.9477 4.7221 -4.3452
F -1.0526 5.2275 -3.4779
F -1.3133 3.7976 -5.0536
C -2.3154 5.8753 -5.3391
O -1.6066 6.0163 -6.2991
O -3.3714 6.6930 -5.0968
H 3.1025 1.5340 -2.6476
H 2.3298 1.3230 -4.2559
H 2.9787 2.9108 -3.7565
H 1.4078 3.1967 -0.7431
H 0.7121 1.0671 -0.8080
H 0.7999 -0.0515 -3.5059
H 1.5635 -0.5514 -2.0393
H -2.1532 -1.9750 -1.6220
H -2.2339 0.1530 0.0192
H -2.9489 0.0270 -1.5419
H -1.3119 1.9383 -0.7758
H -3.1736 7.3327 -4.4020
C 6.4061 -0.9013 -0.7033
C 6.8941 0.2351 0.2025
C 5.7152 1.1961 0.4099
S 4.2324 0.1984 0.2547
O 3.4946 0.6420 -0.9207
O 3.5858 0.0856 1.5358
C 5.0592 -1.3324 -0.1371
H 7.1099 -1.7306 -0.7268
H 6.2816 -0.5335 -1.7256
H 7.2071 -0.1770 1.1622
H 7.7502 0.7538 -0.2265
H 5.7281 1.6561 1.3949
H 5.6833 1.9677 -0.3583
H 4.4593 -1.9072 -0.8406
H 5.1838 -1.8863 0.7923
C -4.5621 -1.2051 3.8296
C -3.2935 -1.9066 4.3352
C -2.0898 -1.1175 3.8041
S -2.6584 0.5775 3.6064
O -2.6337 0.9083 2.1924
O -2.0175 1.4162 4.5857
C -4.3486 0.2795 4.0918
H -5.4557 -1.5712 4.3309
H -4.6804 -1.3817 2.7574
H -3.2850 -1.8994 5.4267
H -3.2515 -2.9472 4.0153
H -1.2516 -1.1317 4.4962
H -1.7699 -1.4800 2.8292
H -5.0072 0.9147 3.5202
H -4.4318 0.5082 5.1540
C -7.3311 4.3839 3.4918
C -8.8170 4.1788 3.1711
C -9.0989 2.6724 3.2440
S -7.9134 1.9979 4.4122
O -7.0190 1.1071 3.7034
O -8.5948 1.5769 5.6072
C -7.0513 3.5332 4.7274
H -7.0956 5.4319 3.6682
H -6.7214 4.0383 2.6539
H -9.4250 4.7030 3.9110
H -9.0764 4.5789 2.1923
H -10.1039 2.4598 3.5995
H -8.9350 2.1860 2.2842
H -5.9933 3.3338 4.8865
H -7.4878 3.9769 5.6215
C -7.8687 5.4752 -1.4778
C -8.1279 6.9024 -0.9775
C -7.8509 6.9182 0.5317
S -6.6314 5.6341 0.8303
O -7.2337 4.6012 1.6357
O -5.3737 6.2363 1.1926
C -6.5390 5.0550 -0.8597
H -7.8368 5.4268 -2.5655
H -8.6656 4.8123 -1.1340
H -7.4503 7.5935 -1.4832
H -9.1447 7.2266 -1.1923
H -7.4488 7.8718 0.8639
H -8.7411 6.6712 1.1069
H -6.3775 3.9792 -0.8687
H -5.7036 5.5648 -1.3375
C 5.5701 -5.1267 3.3276
C 6.9081 -5.8425 3.5391
C 8.0173 -4.8845 3.0923
S 7.3770 -3.2268 3.3368
O 7.2390 -2.5920 2.0443
O 8.0811 -2.5987 4.4232
C 5.7547 -3.7240 3.9009
H 4.7492 -5.6515 3.8139
H 5.3488 -5.0689 2.2592
H 7.0313 -6.0788 4.5982
H 6.9540 -6.7798 2.9870
H 8.9208 -5.0103 3.6839
H 8.2456 -5.0053 2.0349
H 5.0104 -3.0106 3.5522
H 5.7761 -3.7410 4.9900
C 9.4990 -7.2992 -1.4555
C 8.7226 -7.8740 -2.6470
C 7.2314 -7.6206 -2.3898
S 7.1447 -6.1487 -1.3653
O 6.6136 -6.5187 -0.0743
O 6.5934 -5.0588 -2.1318
C 8.9111 -5.9135 -1.2060
H 10.5679 -7.2481 -1.6554
H 9.3498 -7.9315 -0.5774
H 9.0303 -7.3632 -3.5615
H 8.9209 -8.9357 -2.7836
H 6.6834 -7.4435 -3.3116
H 6.7739 -8.4385 -1.8364
H 9.1403 -5.5170 -0.2195
H 9.2211 -5.2080 -1.9763
*
```

**DFT total energy**: -6955.57408 Eh
**HOMO-LUMO gap**: 6.58 eV
**Strongest force on any atom**: 11.569 eV/Å

(2)
The following is a DFT calculation (ωB97M-V/def2-TZVPD) of 7 unconnected molecules or ions with the total composition C38H60F6N2O23S.

ORCA input file:
```
! RIJCOSX wB97M-V def2-TZVPD def2/J DEFGRID3
* xyz 0 1
C -1.8598 -3.8003 -0.2035
C -1.1975 -3.4906 -1.5971
C -2.1615 -3.4862 -2.8216
N 0.0600 -3.2344 -1.5814
C 0.7224 -3.3440 -2.8949
C 0.7941 -1.8958 -3.5186
C 1.0984 -1.8989 -5.0684
F 0.4943 -0.7850 -5.6404
F 0.5173 -2.9751 -5.7083
F 2.4272 -1.8654 -5.3659
C 1.7255 -0.8788 -2.7303
C 0.8987 0.1921 -1.8908
C 0.2548 1.2957 -2.8277
C 0.9961 2.6748 -2.7801
O 0.4082 3.6159 -3.2718
N 2.3292 2.8370 -2.2298
C 2.3723 3.5188 -0.9404
C 1.3835 4.4451 -0.4006
C 1.5293 5.0317 0.9424
C 2.6735 4.7143 1.7783
C 3.7038 3.8106 1.2292
C 3.5416 3.2373 -0.0923
S 3.0396 -1.6472 -1.7028
O 3.2269 -0.9924 -0.4146
O 4.3367 -1.6166 -2.3956
O 2.7441 -3.2449 -1.3640
C 2.2426 -3.7871 -2.5962
C 2.4399 -5.3586 -2.7146
C 1.6116 -6.1821 -1.6584
O 1.7281 -7.5821 -2.0146
C 2.1479 -6.0636 -0.1826
F 1.4183 -5.0638 0.4308
F 1.9028 -7.1912 0.5704
F 3.4827 -5.7696 -0.1257
H -2.4495 -2.8836 0.0985
H -2.6102 -4.6301 -0.2666
H -1.0838 -3.9418 0.5825
H -3.2084 -3.2537 -2.4834
H -1.8321 -2.8680 -3.6879
H -2.2155 -4.5540 -3.1962
H 0.3215 -4.1355 -3.5736
H -0.2485 -1.4707 -3.4446
H 2.2635 -0.2727 -3.5148
H 1.5227 0.6947 -1.1122
H 0.0787 -0.3927 -1.3873
H 0.3447 0.9366 -3.8886
H -0.8311 1.4162 -2.5933
H 2.9861 3.2167 -2.9106
H 0.4884 4.7325 -0.9891
H 0.7239 5.7044 1.3060
H 2.7728 5.1511 2.7942
H 4.5945 3.5691 1.8458
H 4.3456 2.5599 -0.4687
H 2.8473 -3.3622 -3.4533
H 3.5405 -5.5482 -2.6774
H 2.0692 -5.6696 -3.7307
H 0.5123 -5.9512 -1.7240
H 0.9778 -7.8303 -2.5807
C 4.4044 -7.3447 7.1619
O 4.5185 -7.8835 5.8462
C 3.7669 -7.2585 4.9299
O 3.0389 -6.3208 5.1341
O 3.9659 -7.8573 3.7525
C 3.2209 -7.2900 2.6704
H 5.0537 -7.9275 7.8132
H 4.7339 -6.3053 7.1825
H 3.3798 -7.4305 7.5258
H 3.5054 -6.2489 2.5133
H 2.1512 -7.3732 2.8565
H 3.4623 -7.8529 1.7768
C -3.4695 3.4995 4.0473
O -4.0014 4.8202 4.1483
C -3.5832 5.6555 3.1879
O -2.8282 5.3805 2.2920
O -4.1523 6.8470 3.4005
C -3.7962 7.8480 2.4456
H -3.8759 2.9174 4.8727
H -3.7736 3.0326 3.1098
H -2.3826 3.5143 4.1346
H -4.1146 7.5558 1.4444
H -2.7225 8.0372 2.4683
H -4.3149 8.7654 2.7194
C -2.1512 -6.7844 4.4953
O -3.4642 -7.2501 4.1776
C -4.1777 -6.4078 3.4245
O -3.8072 -5.3368 3.0164
O -5.3759 -6.9622 3.2029
C -6.2507 -6.1663 2.4055
H -1.6708 -7.5468 5.1058
H -1.5623 -6.6438 3.5883
H -2.1994 -5.8589 5.0697
H -5.8251 -6.0006 1.4149
H -6.4621 -5.2160 2.8969
H -7.1844 -6.7147 2.2944
C 6.7678 -5.1512 -8.8516
O 6.5634 -5.0458 -7.4437
C 6.2772 -3.8067 -7.0219
O 6.1857 -2.8278 -7.7168
O 6.1111 -3.8486 -5.6964
C 5.7977 -2.5854 -5.1024
H 6.9912 -6.1933 -9.0742
H 5.8660 -4.8654 -9.3943
H 7.6148 -4.5397 -9.1647
H 4.8577 -2.1984 -5.4956
H 6.6060 -1.8718 -5.2663
H 5.6861 -2.7403 -4.0318
C -1.0276 11.1009 -0.6688
O -1.3279 9.7076 -0.7329
C -0.6424 9.0385 -1.6689
O 0.1703 9.5089 -2.4216
O -1.0209 7.7572 -1.6185
C -0.3661 6.9123 -2.5657
H -1.6398 11.5330 0.1212
H 0.0225 11.2576 -0.4194
H -1.2771 11.5926 -1.6097
H 0.7107 6.8922 -2.3940
H -0.5841 7.2373 -3.5836
H -0.7502 5.9025 -2.4361
C -7.7654 11.1376 6.7104
O -8.0690 9.7450 6.6492
C -7.3836 9.0743 5.7150
O -6.5695 9.5448 4.9616
O -7.7603 7.7932 5.7647
C -7.1025 6.9539 4.8137
H -8.3773 11.5731 7.4985
H -6.7152 11.2922 6.9604
H -8.0124 11.6275 5.7679
H -6.0277 6.9425 4.9883
H -7.3235 7.2787 3.7961
H -7.4844 5.9426 4.9439
*
```

**DFT total energy**: -4321.32327 Eh
**SMILES**: CC(C)=N[C@H]1[C@H](C(F)(F)F)[C@@H](CCC(=O)Nc2ccccc2)S(=O)(=O)O[C@H]1C[C@@H](O)C(F)(F)F.COC(=O)OC.COC(=O)OC.COC(=O)OC.COC(=O)OC.COC(=O)OC.COC(=O)OC
**HOMO-LUMO gap**: 8.65 eV
**Strongest force on any atom**: 5.847 eV/Å

(3)
The following is a DFT calculation (ωB97M-V/def2-TZVPD) of a molecular structure, C38H61BClGeN6O3RhS3.

ORCA input file:
```
! RIJCOSX wB97M-V def2-TZVPD def2/J DEFGRID3
* xyz 2 5
Rh -0.0730 -0.1832 0.0444
C 2.6286 -1.7691 4.7364
C 2.5453 -0.2946 4.3331
C 1.0999 0.2065 4.3383
C 3.3701 0.5515 5.3027
N 3.1146 -0.1864 2.9791
C 4.3143 0.3845 2.6758
C 4.5453 0.1797 1.3550
N 3.4932 -0.5153 0.8369
B 3.5219 -0.9919 -0.6339
N 2.7609 -2.3322 -0.7766
C 3.3442 -3.5138 -0.4253
C 2.4667 -4.5162 -0.6805
N 1.3333 -3.9555 -1.1932
C 1.5322 -2.6227 -1.2327
S 0.4254 -1.4487 -1.8235
C 0.1064 -4.6725 -1.5900
C 0.2845 -6.1682 -1.3387
C -1.0584 -4.1590 -0.7396
C -0.1388 -4.4446 -3.0827
N 3.0176 0.0938 -1.6246
C 3.4280 0.0495 -2.9247
C 3.0459 1.1982 -3.5324
N 2.3937 1.9699 -2.6085
C 2.3614 1.2642 -1.4528
S 1.5714 1.6759 0.0145
C 2.0350 3.3726 -2.9207
C 3.3326 4.0977 -3.2969
C 1.3997 4.0856 -1.7367
C 1.0619 3.3968 -4.0997
C 2.6163 -0.7165 1.8398
S 1.1090 -1.5242 1.6806
H 2.2468 -1.9004 5.7436
H 3.6613 -2.1112 4.7184
H 2.0437 -2.3880 4.0611
H 0.7648 0.3221 5.3633
H 0.4308 -0.4957 3.8504
H 1.0202 1.1674 3.8341
H 2.9257 0.4863 6.2920
H 3.3745 1.5974 5.0036
H 4.3922 0.1891 5.3852
H 4.9273 0.8906 3.3900
H 5.3800 0.4681 0.7518
H 4.6545 -1.2059 -0.9160
H 4.3374 -3.5527 -0.0293
H 2.5879 -5.5671 -0.5371
H 0.4464 -6.3789 -0.2846
H 1.1045 -6.5752 -1.9248
H -0.6220 -6.6831 -1.6428
H -0.8641 -4.3327 0.3167
H -1.9620 -4.6926 -1.0170
H -1.2392 -3.0949 -0.8830
H 0.7053 -4.8041 -3.6666
H -0.2981 -3.3946 -3.3110
H -1.0217 -4.9985 -3.3858
H 3.9730 -0.7863 -3.3144
H 3.2028 1.5094 -4.5412
H 4.0696 4.0082 -2.5034
H 3.1269 5.1527 -3.4491
H 3.7614 3.7112 -4.2163
H 2.0635 4.1076 -0.8771
H 0.4607 3.6232 -1.4449
H 1.1893 5.1104 -2.0241
H 1.4682 2.9182 -4.9858
H 0.8431 4.4303 -4.3485
H 0.1259 2.9088 -3.8410
C -3.0592 -2.4063 5.3754
C -2.4398 -1.1237 5.8050
C -1.7544 -1.0005 6.9940
C -1.2107 0.2239 7.3800
Cl -0.3710 0.3584 8.8655
C -1.3500 1.3454 6.5566
C -2.0067 1.2357 5.3512
C -2.5548 0.0115 4.9525
O -3.2250 -0.2227 3.8163
C -3.2761 0.6826 2.7475
C -2.1199 0.3842 1.7489
O -1.0501 0.9945 1.8723
O -2.3255 -0.4554 0.8453
H -2.8662 -3.1987 6.0938
H -2.6779 -2.6996 4.3983
H -4.1361 -2.2775 5.2664
H -1.6399 -1.8604 7.6345
H -0.9390 2.2925 6.8665
H -2.0973 2.1109 4.7292
H -3.2079 1.7269 3.0610
H -4.2227 0.4913 2.2367
C -3.1781 5.0557 -3.3402
C -2.6679 4.2698 -2.1402
C -3.6297 3.1626 -1.7157
C -3.0502 2.2316 -0.6524
Ge -1.7715 0.9031 -1.4655
C -2.5745 -0.3069 -2.8752
C -2.3793 0.3885 -4.2178
C -2.4643 -0.5605 -5.4189
C -3.7866 -1.3127 -5.4974
H -2.5217 5.8954 -3.5440
H -4.1749 5.4419 -3.1527
H -3.2139 4.4332 -4.2291
H -2.5161 4.9502 -1.3003
H -1.7046 3.8196 -2.3914
H -3.9306 2.5801 -2.5926
H -4.5352 3.6160 -1.3064
H -3.8502 1.6415 -0.2015
H -2.5565 2.7969 0.1382
H -0.6621 1.6574 -2.2847
H -3.6313 -0.4449 -2.6486
H -2.0960 -1.2846 -2.8840
H -1.3928 0.8658 -4.2513
H -3.1271 1.1762 -4.3292
H -1.6375 -1.2739 -5.3820
H -2.3379 0.0453 -6.3204
H -3.8781 -2.0389 -4.6950
H -3.8444 -1.8467 -6.4413
H -4.6264 -0.6256 -5.4465
*
```

**DFT total energy**: -5905.49753 Eh
**Expectation value of S²**: 6.034
**HOMO-LUMO gap (spin up / spin down)**: 5.89 / 2.94 eV
**Strongest force on any atom**: 2.096 eV/Å